w.
Entry from the OMol25 dataset: a structure of composition C24H27AuIN2OSbSi (ωB97M-V/def2-TZVPD).

```
! RIJCOSX wB97M-V def2-TZVPD def2/J DEFGRID3
* xyz 0 1
Au -0.002 -1.029 1.760
I 5.172 2.248 -0.773
Sb 0.593 -1.265 4.170
Si -2.536 0.056 -0.416
O -0.947 -0.343 -0.172
N 1.687 0.241 0.545
N 1.152 0.950 -0.471
C -3.426 4.133 1.684
C 2.990 0.513 0.623
C -2.884 1.697 0.410
C 2.456 -0.380 4.639
C 2.122 1.665 -1.049
C -4.277 -2.330 2.485
C -2.862 -0.953 -4.427
C 3.314 1.426 -0.378
C -5.175 -3.122 1.780
C -4.471 3.347 1.213
C -0.695 -0.285 5.534
C -3.680 1.296 -4.224
C -3.576 -1.259 0.421
C -1.849 2.499 0.892
C 0.778 -3.186 5.048
C -3.442 1.257 -2.857
C -4.199 2.141 0.586
C -2.116 3.708 1.523
C -2.628 -0.986 -3.061
C -5.287 -2.978 0.407
C -4.497 -2.051 -0.263
C -3.495 -1.407 1.809
C -2.921 0.113 -2.249
C -3.393 0.190 -5.010
H 1.065 -3.105 6.095
H -2.626 -1.815 -5.039
H -4.607 -1.947 -1.336
H -4.197 -2.427 3.561
H -0.817 2.185 0.765
H 3.627 0.052 1.360
H -5.791 -3.841 2.305
H -5.496 3.674 1.339
H -3.575 0.220 -6.077
H -2.199 -1.881 -2.622
H -5.994 -3.583 -0.147
H -2.813 -0.784 2.378
H 1.529 -3.756 4.504
H 2.434 0.661 4.323
H -1.298 4.319 1.884
H -5.025 1.532 0.232
H -3.635 5.075 2.176
H -4.085 2.193 -4.676
H -3.664 2.131 -2.256
H -0.174 0.274 -0.554
H 3.249 -0.892 4.097
H -0.179 -3.697 4.967
H 1.926 2.316 -1.885
H -0.303 -0.364 6.546
H 2.641 -0.440 5.710
H -1.683 -0.738 5.485
H -0.776 0.764 5.253
*
```

## Properties
- Orbital gap: 8.15 eV
- HOMO energy: -7.83 eV

Here are the Löwdin charges for atoms 1 to 8, given in e: Au 0.496; I 0.781; Sb 1.220; Si 0.551; O -0.327; N -0.129; N -0.091; C -0.092

x.
Entry from the OMol25 dataset: a structure of composition C24H27AuIN2OSbSi (ωB97M-V/def2-TZVPD).

```
! RIJCOSX wB97M-V def2-TZVPD def2/J DEFGRID3
* xyz 0 1
Au 0.064 -0.813 1.264
I 5.718 2.255 -0.278
Sb 0.346 -1.307 3.681
Si -2.281 0.087 -0.393
O -0.583 0.113 -0.595
N 1.584 1.456 -0.161
N 2.040 0.383 0.606
C -5.297 -2.525 0.712
C -2.966 -1.296 -2.803
C -4.116 1.992 0.598
C -1.792 2.562 0.861
C -3.262 1.080 -2.840
C -2.148 3.738 1.507
C -3.024 -1.612 1.973
C 3.382 0.493 0.661
C -5.052 -2.901 2.023
C 0.503 -3.248 4.494
C -3.488 4.045 1.682
C -3.914 -2.431 2.654
C -3.647 1.018 -4.175
C 3.802 1.597 -0.034
C -1.163 -0.443 4.939
C 2.068 -0.313 4.411
C -4.472 3.176 1.223
C -3.333 -1.363 -4.135
C 2.634 2.172 -0.530
C -2.772 1.673 0.402
C -4.403 -1.708 0.036
C -2.924 -0.072 -2.128
C -3.224 -1.234 0.637
C -3.681 -0.206 -4.822
H 2.958 -0.713 3.930
H -2.162 -1.233 2.494
H -1.227 0.623 4.708
H -4.891 1.309 0.267
H -0.415 -3.804 4.283
H -3.770 4.965 2.179
H -2.136 -0.897 4.745
H 1.344 -3.774 4.045
H -3.352 -2.320 -4.641
H 1.989 0.742 4.154
H -3.230 2.046 -2.347
H -0.740 2.330 0.713
H -4.644 -1.432 -0.980
H 2.149 -0.431 5.492
H -3.976 -0.261 -5.862
H -6.190 -2.867 0.205
H -3.720 -2.696 3.687
H 3.982 -0.224 1.202
H -5.518 3.420 1.360
H -0.111 0.991 -0.377
H -1.381 4.414 1.865
H -3.915 1.922 -4.706
H -2.708 -2.212 -2.281
H 2.521 3.051 -1.146
H 0.650 -3.171 5.570
H -0.909 -0.574 5.989
H -5.748 -3.543 2.548
*
```

## Properties
- Orbital gap: 7.80 eV
- HOMO energy: -7.53 eV

Here are the Löwdin charges for atoms 1 to 8, given in e: Au 0.540; I 0.805; Sb 1.257; Si 0.575; O -0.305; N -0.084; N -0.129; C -0.080

Most stable one: w, least stable one: x.

w.
Entry from the OMol25 dataset: a cluster of 2 separate species, C4H10N in total (ωB97M-V/def2-TZVPD).

```
! RIJCOSX wB97M-V def2-TZVPD def2/J DEFGRID3
* xyz 1 1
N -1.617 -0.912 -0.619
C -0.515 -1.552 -0.649
C -1.947 0.129 0.348
C 1.590 1.060 0.794
C 2.551 0.879 -0.107
H -2.779 -0.182 0.976
H 3.040 -0.056 -0.347
H 1.096 1.998 1.001
H -2.214 1.012 -0.229
H -2.194 -0.989 -1.446
H 1.413 0.260 1.511
H -0.344 -2.178 -1.513
H 0.203 -1.423 0.146
H -1.062 0.291 0.957
H 2.779 1.664 -0.822
*
```

## Properties
- Orbital gap: 8.55 eV
- HOMO energy: -13.81 eV

Here are the Löwdin charges for atoms 1 to 8, given in e: N 0.013; C 0.196; C 0.012; C -0.107; C -0.052; H 0.115; H 0.054; H 0.055

x.
Entry from the OMol25 dataset: a cluster of 2 separate species, C4H10N in total (ωB97M-V/def2-TZVPD).

```
! RIJCOSX wB97M-V def2-TZVPD def2/J DEFGRID3
* xyz 1 1
N -1.821 0.088 -0.688
C -1.718 0.406 0.783
C 2.018 0.101 -0.226
C 2.396 -0.104 1.036
C -1.096 -0.760 -1.325
H 2.499 -0.573 -0.934
H 1.306 0.823 -0.599
H -2.003 0.937 -1.214
H -2.364 -0.295 1.310
H 3.191 -0.779 1.311
H -0.862 -1.687 -0.815
H 2.179 0.686 1.755
H -2.122 1.410 0.847
H -0.694 0.292 1.127
H -0.908 -0.545 -2.369
*
```

## Properties
- Orbital gap: 8.12 eV
- HOMO energy: -13.82 eV

Here are the Löwdin charges for atoms 1 to 8, given in e: N 0.017; C 0.033; C -0.097; C -0.055; C 0.175; H 0.054; H 0.036; H 0.161

y.
Entry from the OMol25 dataset: a cluster of 2 separate species, C4H10N in total (ωB97M-V/def2-TZVPD).

```
! RIJCOSX wB97M-V def2-TZVPD def2/J DEFGRID3
* xyz 1 1
N -1.126 0.770 1.495
C 0.667 -0.906 -0.205
C 0.280 0.233 -1.060
C 0.936 1.448 -1.060
C -0.197 -1.938 0.119
H -2.108 0.956 1.258
H 1.726 -0.871 0.199
H -0.951 -0.262 1.277
H 1.824 1.587 -0.385
H -1.210 -2.006 -0.430
H -0.980 1.093 2.432
H 0.058 -2.717 0.896
H -0.510 1.341 0.903
H -0.607 0.114 -1.764
H 0.525 2.348 -1.618
*
```

## Properties
- Orbital gap: 9.38 eV
- HOMO energy: -13.41 eV

Here are the Löwdin charges for atoms 1 to 8, given in e: N 0.294; C -0.219; C -0.234; C 0.009; C -0.013; H 0.162; H 0.134; H 0.116

z.
Entry from the OMol25 dataset: a cluster of 2 separate species, C4H10N in total (ωB97M-V/def2-TZVPD).

```
! RIJCOSX wB97M-V def2-TZVPD def2/J DEFGRID3
* xyz 1 1
N 0.867 -2.208 -0.727
C -0.055 1.845 0.977
C 0.290 -3.263 -1.186
C -1.137 2.055 1.738
C -0.011 1.887 -0.564
H 1.564 -2.170 0.020
H -2.161 2.012 1.379
H -0.900 2.374 2.745
H 0.384 -1.351 -1.001
H 1.045 1.773 -1.001
H -0.614 0.965 -0.762
H -0.672 2.653 -0.965
H 0.799 1.379 1.461
H -0.740 -3.192 -1.505
H 0.885 -4.177 -1.140
*
```

## Properties
- Orbital gap: 5.43 eV
- HOMO energy: -11.85 eV

Here are the Löwdin charges for atoms 1 to 8, given in e: N 0.206; C -0.259; C 0.195; C -0.016; C -0.118; H 0.176; H 0.063; H 0.057

Most stable one: y, least stable one: z.

w.
Entry from the OMol25 dataset: a cluster of 2 separate species, C4H10N in total (ωB97M-V/def2-TZVPD).

```
! RIJCOSX wB97M-V def2-TZVPD def2/J DEFGRID3
* xyz 1 1
N 1.175 2.228 0.494
C -2.142 -1.938 -0.369
C -0.994 -0.824 -0.341
C 0.145 -1.024 0.404
C 2.214 1.853 -0.191
H -2.564 -2.039 -1.379
H 2.434 2.450 -1.094
H 0.914 1.812 1.425
H 0.417 2.678 0.039
H 1.056 -0.372 0.426
H 0.319 -1.822 1.054
H -2.991 -1.424 0.260
H -1.209 0.136 -0.757
H 2.959 1.147 0.162
H -1.735 -2.862 -0.133
*
```

## Properties
- Orbital gap: 6.77 eV
- HOMO energy: -12.96 eV

Here are the Löwdin charges for atoms 1 to 8, given in e: N 0.195; C -0.074; C -0.173; C -0.029; C 0.177; H 0.068; H 0.139; H 0.181

x.
Entry from the OMol25 dataset: the ion C4H10N with charge +1 (ωB97M-V/def2-TZVPD).

```
! RIJCOSX wB97M-V def2-TZVPD def2/J DEFGRID3
* xyz 1 1
N 0.186 -0.344 -1.181
C 0.482 1.046 -0.571
C -0.516 -0.506 1.085
C 0.333 -1.177 -0.081
C -0.328 0.966 0.784
H 1.426 -1.287 0.183
H 0.132 1.531 1.614
H -1.660 -0.813 1.070
H -1.288 1.410 0.716
H -0.788 -0.274 -1.444
H 0.071 1.773 -1.298
H 1.637 1.237 -0.422
H 0.617 -0.617 -2.075
H -0.326 -0.804 2.164
H 0.023 -2.140 -0.545
*
```

## Properties
- Orbital gap: 12.31 eV
- HOMO energy: -15.86 eV
- SMILES: C1CC[NH2+]C1

Here are the Löwdin charges for atoms 1 to 8, given in e: N 0.009; C -0.057; C -0.136; C -0.175; C -0.166; H 0.162; H 0.131; H 0.154

y.
Entry from the OMol25 dataset: the ion C4H10N with charge +1 (ωB97M-V/def2-TZVPD).

```
! RIJCOSX wB97M-V def2-TZVPD def2/J DEFGRID3
* xyz 1 1
N -1.930 1.321 0.678
C -0.541 0.972 0.193
C -0.054 -0.228 0.610
C 1.231 -0.761 0.137
C 1.139 -1.229 -1.329
H -2.661 0.653 0.451
H 2.099 -0.126 0.330
H 0.881 -0.387 -1.990
H 1.401 -1.682 0.704
H 0.446 -2.020 -1.610
H 0.160 1.762 -0.040
H -0.378 -0.461 1.631
H -1.813 1.406 1.692
H 2.095 -1.493 -1.799
H -2.076 2.272 0.341
*
```

## Properties
- Orbital gap: 10.21 eV
- HOMO energy: -14.40 eV
- SMILES: CC/C=C/[NH3+]

Here are the Löwdin charges for atoms 1 to 8, given in e: N 0.203; C -0.064; C -0.084; C -0.233; C -0.096; H 0.174; H 0.131; H 0.072

z.
Entry from the OMol25 dataset: a cluster of 2 separate species, C4H10N in total (ωB97M-V/def2-TZVPD).

```
! RIJCOSX wB97M-V def2-TZVPD def2/J DEFGRID3
* xyz 1 1
N -0.458 0.835 -4.079
C -0.082 -0.057 -0.330
C -0.003 0.695 2.301
C 0.305 -0.999 0.551
C 0.474 -0.726 2.032
H -0.241 -1.442 2.558
H 0.603 -2.055 0.262
H 1.369 -0.931 2.430
H -1.067 0.547 2.114
H 0.408 1.321 -3.935
H 0.430 1.241 3.131
H 0.409 0.999 1.275
H -1.127 -0.117 -0.716
H -0.824 0.763 -3.116
H -0.197 -0.075 -4.478
*
```

## Properties
- Orbital gap: 5.27 eV
- HOMO energy: -13.17 eV

Here are the Löwdin charges for atoms 1 to 8, given in e: N 0.015; C 0.352; C -0.024; C -0.020; C -0.203; H 0.174; H 0.191; H 0.089

Most stable one: x, least stable one: z.